{
  "formula": "C28H56AlI2N2O4",
  "method": "wB97M-V/def2-TZVPD",
  "lumo_energy_ev": [2.24, 2.21],
  "homo_energy_ev": [-4.854, -4.854],
  "homo_lumo_gap_ev": [7.10, 7.06],
  "spin_multiplicity": 3,
  "charge": -1,
  "s2": 2.01,
  "elements": ["C", "C", "O", "C", "O", "C", "C", "C", "Al", "C", "I", "C", "I", "C", "C", "H", "H", "H", "H", "H", "H", "H", "H", "H", "H", "H", "H", "H", "H", "H", "H", "H", "H", "H", "H", "C", "C", "C", "C", "C", "C", "N", "O", "C", "C", "C", "H", "H", "H", "H", "H", "H", "H", "H", "H", "H", "H", "H", "H", "H", "H", "H", "H", "H", "C", "C", "C", "C", "C", "C", "N", "O", "C", "C", "C", "H", "H", "H", "H", "H", "H", "H", "H", "H", "H", "H", "H", "H", "H", "H", "H", "H", "H"],
  "xyz": [[-0.5028, 6.7788, 2.1296], [-1.2523, 5.6472, 1.4278], [-0.6363, 4.4073, 1.7235], [-1.4489, 3.3098, 1.5403], [-2.5382, 3.2085, 2.1097], [-0.8836, 2.2643, 0.6241], [-0.4618, 1.0035, 1.3960], [0.7086, 1.2380, 2.3469], [1.3457, -0.4197, 3.2837], [2.4597, -1.5738, 2.0840], [2.9390, 0.4892, 5.1994], [-0.2084, -1.4984, 4.0905], [0.3769, -2.4920, 5.9592], [-0.6537, -2.6171, 3.1498], [-1.9127, -3.3873, 3.5753], [-1.1891, 7.3558, 2.7315], [0.2811, 6.3539, 2.7416], [-0.0263, 7.4146, 1.3924], [-2.2810, 5.6361, 1.7778], [-1.2919, 5.8139, 0.3533], [-1.6277, 2.0347, -0.1342], [-0.0046, 2.6655, 0.1313], [-0.1140, 0.3112, 0.6323], [-1.3211, 0.5788, 1.9067], [0.5014, 2.0238, 3.0732], [1.5508, 1.5989, 1.7537], [2.8794, -2.3993, 2.6518], [3.2582, -0.9487, 1.6994], [1.9048, -1.9524, 1.2270], [-1.0794, -0.9071, 4.3625], [0.1808, -3.3010, 3.0418], [-0.8329, -2.1920, 2.1620], [-1.7696, -4.4541, 3.4384], [-2.7771, -3.0943, 2.9834], [-2.1568, -3.1964, 4.6120], [6.3451, -2.1325, -2.8635], [5.0101, -1.5016, -2.4081], [4.3344, -0.7894, -3.5812], [4.9960, 0.5354, -3.9596], [5.1362, 1.4389, -2.7351], [5.8561, 0.7613, -1.5700], [5.2263, -0.5576, -1.2735], [4.1426, -0.4039, -0.5911], [7.3537, 0.6052, -1.8883], [5.7716, 1.6410, -0.3288], [4.1221, -2.6449, -1.9321], [7.0231, -2.2611, -2.0198], [6.1686, -3.1194, -3.2899], [6.8560, -1.5537, -3.6319], [3.2885, -0.5958, -3.3242], [4.3237, -1.4637, -4.4410], [5.9716, 0.3617, -4.4231], [4.3884, 1.0393, -4.7143], [5.6739, 2.3522, -2.9998], [4.1385, 1.7472, -2.4084], [7.8490, 0.0105, -1.1202], [7.8258, 1.5876, -1.9053], [7.5555, 0.1507, -2.8554], [4.7455, 1.8929, -0.0710], [6.3092, 2.5716, -0.5114], [6.2244, 1.1475, 0.5315], [4.5553, -3.1416, -1.0633], [4.0222, -3.3756, -2.7350], [3.1246, -2.3047, -1.6638], [-4.4762, -1.5368, 1.3328], [-4.9713, -0.3121, 0.5303], [-6.4977, -0.3197, 0.4394], [-7.0523, -1.3649, -0.5290], [-6.3909, -1.2412, -1.9012], [-4.8646, -1.2855, -1.8345], [-4.3670, -0.2958, -0.8372], [-4.3521, 0.8942, -1.3363], [-4.3875, -2.7080, -1.4928], [-4.2777, -0.9579, -3.2013], [-4.5062, 0.9178, 1.2976], [-3.4511, -1.7927, 1.0643], [-4.4811, -1.3134, 2.3982], [-5.0990, -2.4215, 1.2019], [-6.8398, 0.6701, 0.1206], [-6.9046, -0.4818, 1.4394], [-6.9139, -2.3726, -0.1277], [-8.1309, -1.2266, -0.6327], [-6.7391, -2.0397, -2.5606], [-6.7027, -0.2977, -2.3605], [-3.3118, -2.7209, -1.3160], [-4.5964, -3.3730, -2.3313], [-4.8795, -3.1413, -0.6265], [-4.6337, -0.0037, -3.5838], [-4.5677, -1.7323, -3.9115], [-3.1884, -0.9243, -3.1593], [-3.4230, 0.9693, 1.3357], [-4.8755, 0.8709, 2.3211], [-4.8727, 1.8436, 0.8607]],
  "forces_ev_per_angstrom": [[0.05, -0.41, -0.58], [-0.52, 0.67, 0.67], [-0.13, -0.65, -0.59], [-1.88, -0.15, 1.15], [2.15, 0.47, -1.17], [0.20, 0.07, 0.36], [0.50, 0.33, -0.15], [-0.10, -0.34, 0.17], [0.09, -0.09, -0.02], [-0.50, 0.44, 0.50], [-0.02, 0.04, -0.10], [0.33, -0.12, -0.23], [-0.12, 0.16, -0.06], [-0.11, 0.01, 0.31], [0.05, 0.10, -0.30], [0.01, 0.25, 0.24], [0.08, -0.04, 0.30], [0.08, 0.29, -0.01], [-0.15, -0.18, 0.07], [0.19, -0.17, -0.26], [-0.30, -0.02, -0.04], [0.14, 0.11, -0.09], [-0.21, -0.41, -0.09], [-0.20, -0.13, 0.06], [-0.18, 0.14, 0.13], [0.23, 0.09, -0.06], [0.16, -0.25, -0.03], [0.30, 0.01, -0.07], [-0.09, -0.18, -0.13], [-0.06, 0.17, 0.26], [0.16, -0.16, -0.17], [0.08, 0.20, -0.23], [-0.09, -0.24, 0.07], [-0.11, 0.05, -0.09], [0.01, -0.08, 0.30], [0.09, 0.11, 0.01], [0.66, -0.89, -0.38], [-0.15, 0.36, -0.10], [0.02, -0.04, 0.07], [-0.28, -0.08, -0.28], [1.09, 0.34, 0.09], [-1.38, 0.68, -0.40], [0.34, -0.18, 0.21], [0.01, -0.14, -0.11], [-0.23, 0.04, 0.19], [-0.24, 0.00, 0.18], [-0.01, 0.02, 0.02], [-0.13, -0.01, 0.00], [0.00, 0.04, 0.06], [0.02, -0.01, 0.11], [0.02, -0.07, 0.02], [0.01, -0.01, 0.04], [0.01, -0.01, -0.02], [0.05, 0.01, 0.05], [0.01, -0.08, 0.10], [-0.02, -0.01, 0.02], [-0.08, 0.06, 0.06], [-0.04, -0.02, 0.04], [0.00, -0.11, 0.01], [0.07, 0.00, -0.08], [-0.02, -0.03, 0.00], [0.00, 0.02, 0.02], [0.08, 0.00, -0.07], [0.07, 0.06, 0.09], [-0.02, -0.10, -0.14], [0.39, -0.58, 1.06], [-0.29, 0.01, -0.34], [0.08, 0.02, 0.01], [-0.32, 0.16, 0.20], [0.41, -1.04, -0.25], [-1.22, 0.98, -0.44], [0.47, -0.14, 0.08], [-0.02, -0.03, 0.15], [0.04, 0.28, -0.15], [-0.08, 0.23, -0.23], [0.01, 0.02, -0.01], [-0.04, 0.12, 0.00], [0.04, 0.01, -0.04], [0.10, 0.03, -0.04], [0.06, 0.01, 0.06], [0.04, 0.01, 0.00], [-0.01, -0.02, 0.01], [0.06, -0.03, -0.04], [0.11, 0.05, 0.03], [0.01, 0.02, 0.02], [-0.01, 0.08, -0.09], [0.04, 0.05, 0.00], [0.04, 0.03, 0.09], [-0.03, -0.09, 0.04], [0.00, 0.01, 0.03], [0.06, 0.02, 0.01], [-0.02, -0.12, 0.04], [0.08, -0.02, -0.09]]
}